1.
24
Properties=species:S:1:pos:R:3:forces:R:3 method="wB97M-V/def2-TZVPD" orbital_gap_ev=8.59 lumo_ev=-3.5 charge=+1
C -1.312822 -3.067723 0.119829 -0.607 -0.873 0.464
C -1.889414 -1.878499 0.062267 -3.131 0.926 -0.678
C 2.814170 -0.652305 -0.076790 -1.287 -1.972 -0.512
C 0.239699 -1.224568 -0.057666 4.707 -0.914 0.422
C -3.371483 -1.501525 0.005807 3.749 -1.024 2.617
C 3.707176 1.578021 0.255185 -3.042 2.197 3.247
C -1.259404 0.574433 -0.152808 -0.827 0.393 -0.559
N 1.357044 -0.292770 -0.032421 -0.402 0.484 -0.521
N 3.845161 0.262087 -0.123003 -1.835 -3.853 -0.861
N -1.006961 -0.841539 -0.096864 2.153 0.686 1.025
S 3.116581 -2.338605 -0.120133 0.189 2.228 0.102
S 0.372373 -2.954174 0.095733 0.991 0.823 -0.264
H -1.831351 -4.021392 0.229745 0.276 0.386 -0.101
H -3.487268 -0.688554 0.658102 -0.788 0.877 1.197
H -3.929690 -2.339506 0.221611 -1.411 -1.588 0.817
H -3.587454 -1.201428 -0.909508 -1.124 1.401 -4.363
H 4.583973 2.103940 0.468410 1.742 0.315 -0.041
H 3.121788 2.241074 -0.401379 0.089 -0.555 -0.112
H 3.173498 1.556467 1.306317 0.693 0.523 -1.791
H -0.595232 1.041363 -0.873344 0.097 -0.004 -0.071
H -2.184565 0.524392 -0.666036 -1.298 1.300 -0.073
H -1.248017 1.155443 0.789394 -0.197 -0.771 -0.323
H 0.994759 0.689198 -0.215046 1.425 -1.664 0.466
H 4.712399 -0.276414 -0.062961 -0.162 0.680 -0.088

2.
24
Properties=species:S:1:pos:R:3:forces:R:3 method="wB97M-V/def2-TZVPD" orbital_gap_ev=9.14 lumo_ev=-5.9 charge=+2
C 1.404282 0.286409 0.211311 -1.328 -0.787 0.042
C 2.489494 0.765312 0.083200 0.726 -0.090 -0.080
C 0.191198 -1.812134 0.447373 0.276 -0.503 0.622
C 2.550071 -2.322028 0.111024 -0.426 0.519 -1.524
C 0.191809 -0.460887 0.389443 -1.899 -0.261 0.856
C -3.917416 -0.288404 0.130546 2.726 1.736 5.085
C 3.812986 1.316753 -0.165920 -1.911 2.341 0.205
N 1.372065 -2.492136 0.220657 0.642 -0.553 0.473
N -3.539411 0.430973 -0.771710 -2.509 -1.901 -2.532
N -5.017960 -1.191647 0.006739 -2.070 2.809 -0.710
N 4.874399 0.341843 -0.086499 2.945 -0.989 -1.637
O 3.660851 -2.177083 -0.247829 0.131 -0.389 0.792
H -0.600620 -2.550313 0.779879 0.561 1.629 -0.695
H -0.798319 0.014231 0.649905 1.501 -0.150 -0.407
H -3.532417 -0.203996 1.272853 -0.791 -0.611 -2.474
H 4.082064 1.973053 0.643416 -0.280 0.737 0.363
H 3.687907 2.005472 -1.050893 1.094 -1.258 0.329
H -2.779064 1.004646 -0.681229 2.177 1.922 0.682
H -4.713056 -2.048197 0.408170 -0.375 -1.737 -0.245
H -5.342062 -1.055843 -0.981795 0.203 -1.348 0.456
H -5.781143 -0.762107 0.590265 0.427 -0.863 -0.291
H 5.831883 0.766527 -0.385420 -1.934 -0.991 0.602
H 4.704500 -0.549942 -0.588242 -0.032 0.436 -0.406
H 4.962197 -0.017441 0.860028 0.146 0.304 0.495

3.
25
Properties=species:S:1:pos:R:3:forces:R:3 method="wB97M-V/def2-TZVPD" smiles="CC(C)(C)c1n[nH]c(=S)n(N)c1=S" orbital_gap_ev=8.35 lumo_ev=-0.3 charge=0
C -0.010542 -0.234386 0.163908 -3.578 2.296 -0.095
C -0.997725 1.042292 0.019665 1.728 -0.726 0.797
C -2.716339 -0.640990 -0.030988 -3.776 1.222 0.345
C 2.153151 0.459276 1.334680 0.497 2.961 0.246
C 1.734636 0.531204 -1.323700 1.390 2.809 1.376
C 1.948717 -1.589313 0.069240 0.719 4.048 1.072
C 1.461925 -0.124273 0.102512 1.047 -0.399 -1.966
N -0.540012 -1.396966 0.163671 1.633 -0.035 -0.229
N -1.839296 -1.605077 0.006744 1.728 -0.443 -0.094
N -2.301068 0.699142 -0.082825 0.623 -3.506 -0.305
N -3.341173 1.534579 -0.110648 0.491 2.848 0.781
S -0.580969 2.637173 0.160640 0.105 -0.406 -0.205
S -4.378720 -0.916734 0.115259 0.764 -0.903 -0.436
H 3.300961 0.494228 1.371492 -1.781 -0.415 -0.502
H 1.810715 1.479477 1.726554 0.340 -1.062 -1.208
H 1.768018 -0.159403 2.083206 0.054 -1.251 1.652
H 2.759388 0.254003 -1.704988 -1.053 0.262 0.445
H 1.699472 1.702534 -1.150348 0.306 -2.327 -0.528
H 0.995465 0.366394 -2.105966 -0.107 -0.528 0.230
H 1.810701 -1.989189 -0.818370 -1.000 -2.160 -4.214
H 1.461560 -2.070035 0.801127 -1.373 -2.183 2.531
H 2.959306 -1.553429 0.244510 2.560 -0.106 0.524
H -1.992902 -2.577223 -0.211549 -1.015 0.224 0.315
H -3.014414 2.483859 -0.248628 -0.120 -0.025 -0.182
H -4.150859 1.172855 -0.575201 -0.182 -0.192 -0.348

4.
24
Properties=species:S:1:pos:R:3:forces:R:3 method="wB97M-V/def2-TZVPD" orbital_gap_ev="6.22 / 6.22" lumo_ev="-4.7 / -4.7" charge=+1
C 1.968571 -1.044201 -0.536635 -1.998 0.961 1.662
C 0.420044 -0.961765 -0.467588 0.752 1.167 -0.951
C 2.511968 0.090640 0.020505 -0.277 -0.817 -1.344
C 0.280537 0.451118 0.115218 -1.887 0.517 0.252
C -3.198906 1.139568 0.011363 -0.054 -2.841 -0.693
C 3.945116 0.473487 0.025201 0.519 -0.121 2.050
C -0.934527 1.051463 0.360286 2.368 0.655 -1.085
N -0.309992 -1.823776 0.553566 0.210 -0.481 -1.149
N -1.369492 -2.427855 0.416487 0.455 0.258 1.176
N 1.555316 1.026683 0.361179 -1.079 -3.389 -1.876
N -4.301851 0.445460 -0.230448 -3.084 1.232 -0.836
N -2.102351 0.421495 -0.002423 0.001 1.799 0.733
H 2.405663 -1.906118 -0.950561 0.910 -0.546 -0.346
H -0.108345 -1.182917 -1.466516 0.582 0.474 1.522
H -3.536636 2.153659 0.108813 1.445 1.109 0.533
H 4.629810 -0.277153 0.469394 -0.637 0.170 -0.364
H 4.311904 0.726208 -0.928365 0.235 0.097 -1.412
H 4.086612 1.373917 0.622859 -0.061 0.046 0.117
H -0.857182 2.148608 0.607785 -0.560 -1.134 0.196
H 0.141557 -1.821720 1.477216 -0.333 -0.197 0.040
H 1.667685 1.798241 0.917502 0.566 1.952 1.480
H -5.154944 1.047890 -0.442554 1.445 -1.828 0.380
H -4.269231 -0.529072 -0.520673 -0.099 0.505 0.166
H -1.781319 -2.373869 -0.521614 0.579 0.411 -0.251

Across the entries above, electronic energy takes the values -33586.5825, -15441.6590, -35081.2970, -14894.6221 eV, respectively.
Across the entries above, relative energy (zero: lowest compared OMol25 entry of this formula, charge and spin) takes the values 0.081, 1.237, 2.435, 2.365 eV, respectively.